No. 1
Density functional theory data (wB97M-V/def2-TZVPD) for 2 unconnected molecules or ions with the total composition C9H9IS at a distorted geometry.

XYZ file:
```
20
Properties=species:S:1:pos:R:3:forces:R:3
C -1.66857 2.07673 1.03570 0.03 0.03 0.07
C -1.83306 1.44731 -0.19300 -0.06 0.00 0.01
C -0.42481 2.06705 1.64213 -0.28 0.08 0.08
C -0.77352 0.81034 -0.79680 0.15 0.05 -0.03
C 0.64174 1.42538 1.04424 0.29 -0.18 -0.21
C 0.49409 0.77997 -0.18802 -0.45 0.64 0.41
C 0.73885 -2.08359 0.05935 1.47 2.17 0.40
C 0.18370 -2.94689 -0.97164 -0.23 -0.23 -0.51
C 1.52601 0.00445 -0.79829 -0.18 -2.82 0.65
S 0.96903 -2.17069 1.61082 -0.19 0.03 -0.50
I 3.51205 0.04624 -0.13253 -0.41 0.09 -0.15
H -2.50621 2.56739 1.50718 -0.06 0.07 0.05
H -2.79982 1.45473 -0.67450 -0.08 0.00 -0.06
H -0.27986 2.55876 2.59313 -0.01 0.04 0.07
H -0.91647 0.31055 -1.74553 0.01 -0.03 -0.10
H 1.60857 1.43868 1.52644 0.05 -0.04 0.01
H -0.90020 -2.99461 -0.84444 -0.04 -0.02 -0.03
H 0.57626 -3.95987 -0.85475 -0.04 0.00 0.01
H 0.40370 -2.58813 -1.97494 -0.03 -0.02 -0.02
H 1.44853 -0.24380 -1.84454 0.06 0.14 -0.14
```
Positions in Å, forces in eV/Å.

Calculated values
HOMO energy   -7.250 eV
ΔE to the lowest compared entry with this formula, charge and spin   21.5 kcal per mole
HOMO-LUMO gap   7.0 eV
Lowest unoccupied orbital energy   -0.2439 eV

No. 2
Density functional theory data (wB97M-V/def2-TZVPD) for 2 unconnected molecules or ions with the total composition C3H5BrO2 at a distorted geometry.

XYZ file:
```
11
Properties=species:S:1:pos:R:3:forces:R:3
C -0.66243 0.83925 0.37392 -0.23 1.81 -1.01
C -1.87005 0.11091 0.33540 1.36 -4.56 0.39
C 0.62345 0.36083 -0.08349 -0.49 -2.67 -1.26
O -1.30508 0.34064 1.53402 -1.55 -1.50 0.86
O -1.40134 -1.86776 -0.18782 -0.59 3.43 0.83
Br -3.59496 0.11940 -0.17528 -1.04 0.49 -0.13
H -0.83524 1.89201 0.43950 0.36 0.88 -0.72
H 1.26924 1.13962 -0.11774 2.08 2.45 -0.68
H 0.60060 -0.26005 -1.01004 -0.24 0.87 0.49
H 1.05663 -0.30228 0.60685 0.28 -1.06 1.25
H -1.95802 -2.20904 0.52424 0.07 -0.14 -0.01
```
Positions in Å, forces in eV/Å.

Calculated values
HOMO energy (spin up / spin down)   -9.672 / -9.671 eV
ΔE to the lowest compared entry with this formula, charge and spin   96.1 kcal per mole
HOMO-LUMO gap (spin up / spin down)   9.8 / 9.8 eV
Lowest unoccupied orbital energy (spin up / spin down)   0.1420 / 0.1420 eV

No. 3
Density functional theory data (wB97M-V/def2-TZVPD) for a single C4H7N3 molecule at a distorted geometry.

XYZ file:
```
14
Properties=species:S:1:pos:R:3:forces:R:3
C 0.66141 -1.47543 -0.00715 -1.21 0.26 -0.35
C 0.36956 -0.06246 0.42580 -1.81 0.68 -0.49
N 1.40950 0.85001 0.39208 -0.01 0.13 -0.24
N -1.37010 1.63650 0.29508 0.31 -0.03 0.06
C -0.94501 0.29202 0.28456 1.06 0.62 1.82
C -0.12372 -1.49662 -1.27248 1.59 -1.80 -1.15
N -0.46808 -1.65817 -2.36659 -0.25 0.38 0.88
H 1.15312 1.76109 0.75012 0.39 -0.14 0.19
H 2.31514 0.48509 0.65188 -0.17 0.34 0.10
H -2.37028 1.73828 0.20274 0.18 0.08 -0.11
H -0.86775 2.19976 -0.38283 -0.27 0.01 0.01
H 0.22766 -2.19856 0.69038 0.39 -0.07 -0.06
H 1.72400 -1.64371 -0.19225 -0.24 -0.21 -0.04
H -1.71546 -0.42780 0.52867 0.04 -0.24 -0.61
```
Positions in Å, forces in eV/Å.

Calculated values
HOMO energy   -7.304 eV
SMILES   N#CC/C(N)=C/N
ΔE to the lowest compared entry with this formula, charge and spin   32.5 kcal per mole
HOMO-LUMO gap   8.1 eV
Lowest unoccupied orbital energy   0.7975 eV

No. 4
Density functional theory data (wB97M-V/def2-TZVPD) for 2 unconnected molecules or ions with the total composition C24H25NO3 at a distorted geometry.

XYZ file:
```
53
Properties=species:S:1:pos:R:3:forces:R:3
C 2.48235 1.21650 1.31784 0.18 0.39 0.10
C 1.63127 0.04264 1.71007 -1.36 0.23 -0.05
C 0.19923 0.09635 1.46760 0.31 1.96 -0.02
C -0.53581 -1.15674 1.22010 -0.23 -0.68 0.16
C -1.96801 -0.93369 0.73062 0.33 -0.04 -0.08
C -2.64285 0.19422 1.46781 0.69 0.86 0.01
O -1.83846 1.41046 1.48500 -1.29 -0.25 -0.21
C -0.48737 1.38777 1.35575 2.25 -0.91 -0.48
O 0.08110 2.46917 1.17279 -1.64 -0.07 0.49
O 2.15347 -0.95424 2.23601 0.20 -0.64 -0.13
H 1.83056 2.03680 0.99502 0.70 -0.31 0.00
H 3.07593 1.53154 2.18144 0.10 -0.04 -0.08
H 3.17037 0.90538 0.52299 -0.07 -0.05 0.14
H -0.01169 -1.73160 0.44033 -0.02 -0.16 0.34
H -0.52987 -1.76921 2.13256 -0.25 -0.51 -0.10
H -1.94433 -0.70086 -0.34085 -0.03 0.04 0.15
H -2.55063 -1.84927 0.85613 -0.09 0.02 -0.08
H -3.56549 0.49921 0.96023 0.06 -0.13 0.30
H -2.86211 -0.07776 2.51068 -0.01 -0.01 -0.11
C -2.67461 0.43831 7.87809 -0.44 0.38 -0.06
N -1.54638 -0.35812 7.43668 0.29 0.05 -1.86
C -1.18806 -0.49737 6.13567 0.13 -0.20 1.24
C -0.07933 -1.38366 6.03793 0.46 -0.36 0.08
C 0.57407 -1.74249 4.85956 -0.78 0.35 0.34
C 1.78117 -2.51890 4.80036 1.32 -0.61 0.03
C 2.89579 -2.20672 5.62763 -0.54 -0.05 -0.05
C 4.01864 -3.02016 5.64632 -0.24 0.11 -0.01
C 4.05652 -4.21090 4.90691 -0.32 0.23 -0.02
C 5.23487 -5.12603 5.06739 0.22 -0.17 -0.09
C 2.99362 -4.49834 4.03484 0.17 0.06 0.21
C 1.91307 -3.63489 3.92912 -0.56 0.67 0.19
C 0.18430 -1.84066 7.41879 -0.50 0.55 0.36
C 1.01354 -2.78761 8.00745 0.25 -0.27 0.54
C 1.01272 -2.93136 9.40839 -0.22 0.15 -0.48
C 0.17013 -2.15163 10.21922 -0.19 0.29 -0.43
C -0.72433 -1.23539 9.63888 0.32 -0.36 0.08
C -0.71498 -1.13248 8.25400 0.48 -0.46 -0.16
H -2.71415 0.44558 8.96742 0.02 0.07 -0.22
H -2.57985 1.46282 7.49988 0.06 -0.20 0.21
H -3.61846 0.03082 7.49205 0.30 -0.04 0.15
H -1.70148 0.04013 5.34253 0.13 -0.10 0.16
H 0.09611 -1.43019 3.93315 0.22 -0.06 -0.19
H 2.84918 -1.31103 6.25624 0.08 -0.33 -0.26
H 4.87606 -2.75204 6.26923 -0.30 -0.06 -0.17
H 5.15884 -5.99996 4.41415 0.03 0.15 0.08
H 6.16587 -4.59399 4.83119 -0.19 -0.13 0.00
H 5.33103 -5.48545 6.10182 -0.11 0.12 -0.22
H 3.02285 -5.41360 3.43841 0.00 0.36 0.11
H 1.11049 -3.81437 3.20924 0.30 -0.05 0.22
H 1.65339 -3.40687 7.37887 -0.11 0.19 0.36
H 1.68248 -3.65940 9.87360 -0.27 0.25 -0.20
H 0.20778 -2.26657 11.30330 -0.04 0.07 -0.34
H -1.39213 -0.60801 10.22550 0.18 -0.31 0.07
```
Positions in Å, forces in eV/Å.

Calculated values
HOMO energy   -5.664 eV
ΔE to the lowest compared entry with this formula, charge and spin   80.3 kcal per mole
HOMO-LUMO gap   3.4 eV
Lowest unoccupied orbital energy   -2.2876 eV

No. 5
Density functional theory data (wB97M-V/def2-TZVPD) for a gas-phase ion, C3H7N2O2 (charge +1) at a distorted geometry.

XYZ file:
```
14
Properties=species:S:1:pos:R:3:forces:R:3
C -0.61190 0.68291 1.96487 0.11 -0.42 2.17
C -0.03321 0.22314 -0.24216 0.94 -2.59 0.49
C 0.66952 -1.64514 -2.26978 -0.01 0.66 0.53
N 0.52334 -0.91058 -0.01710 -0.42 1.91 0.29
N -1.03274 1.48591 2.89205 0.23 3.42 -3.43
O -0.08742 1.10630 0.90854 -0.15 0.93 -1.71
O 0.80095 -1.89585 -0.87899 -0.18 1.25 0.98
H -0.59049 -0.35400 2.12174 -0.23 -1.55 0.36
H -0.63800 0.66864 -0.99701 0.15 0.13 -0.91
H 0.97537 -0.67900 -2.62750 0.62 0.67 0.40
H -0.32773 -1.75360 -2.55348 -1.76 -0.53 -0.59
H 1.29416 -2.39075 -2.63784 0.81 -1.21 -1.22
H -1.26396 1.26639 3.82015 -0.48 -0.64 1.16
H -1.13649 2.50182 2.52404 0.35 -2.03 1.48
```
Positions in Å, forces in eV/Å.

Calculated values
HOMO energy   -14.265 eV
SMILES   CO/N=C/OC=[NH2+]
ΔE to the lowest compared entry with this formula, charge and spin   80.3 kcal per mole
HOMO-LUMO gap   10.0 eV
Net charge   +1
Lowest unoccupied orbital energy   -4.2685 eV

No. 6
Density functional theory data (wB97M-V/def2-TZVPD) for 8 unconnected molecules or ions with the total composition C27H44N8O3 at a distorted geometry.

XYZ file:
```
82
Properties=species:S:1:pos:R:3:forces:R:3
C 4.15412 2.33866 0.21599 -0.35 -0.06 -0.88
C 3.37109 3.06071 -0.91014 0.93 -0.64 0.08
C 2.52800 2.09446 -1.77549 -0.57 0.77 -0.22
C 1.04286 2.51758 -1.89725 0.15 0.01 0.14
C 0.17463 1.97171 -0.76986 0.53 -0.20 -0.26
C -1.33494 2.12838 -0.80488 -0.89 2.11 -0.27
N -1.82365 3.48290 -0.42525 1.93 -1.01 1.73
C -3.01749 3.48144 -0.01546 -1.41 0.56 -0.19
C -4.18223 2.80110 -0.73550 0.20 -0.75 0.70
C -3.36642 4.18713 1.29240 -0.02 0.32 -1.35
O -1.73130 1.30725 0.34013 -0.69 -0.16 0.36
C -0.70266 0.54129 0.78841 0.82 1.08 -3.85
O -0.58206 0.11336 1.86456 -0.23 -1.13 2.77
C 0.23512 0.46450 -0.44988 -1.14 1.06 0.37
O -0.54541 -0.16823 -1.44048 1.09 -0.66 -0.02
C -0.70161 -1.56314 -1.21669 -0.75 -0.90 -0.68
C -2.18045 -1.96798 -0.99248 0.52 -0.25 -0.57
H 3.54933 2.28282 1.11765 0.22 -0.12 0.14
H 4.39674 1.33890 -0.14615 -0.03 -0.06 0.23
H 5.10470 2.83606 0.39303 -0.14 0.13 0.41
H 2.80502 3.90033 -0.50215 -0.11 -0.09 -0.08
H 4.13665 3.48203 -1.57045 -0.18 0.25 0.04
H 2.91394 2.13119 -2.79670 0.13 -0.24 0.08
H 2.63234 1.06690 -1.42592 0.00 0.04 -0.10
H 0.66761 2.28620 -2.89579 -0.18 -0.23 0.14
H 1.03295 3.60652 -1.78600 -0.21 -0.01 -0.26
H 0.50359 2.48671 0.14502 -0.09 0.01 -0.04
H -1.85778 1.91960 -1.74005 0.36 -1.19 0.12
H -5.13920 3.10512 -0.31168 0.07 0.11 -0.04
H -4.10597 1.71966 -0.56980 -0.11 0.05 -0.19
H -4.18844 3.00342 -1.80546 0.19 0.00 0.03
H -3.51422 5.24974 1.07313 0.06 0.03 0.35
H -4.29996 3.77927 1.67680 0.08 0.04 0.16
H -2.52640 4.02009 1.95761 -0.11 0.23 0.19
H 1.23629 0.06761 -0.29047 -0.16 -0.26 0.08
H -0.40036 -2.05911 -2.14132 0.28 0.10 0.07
H -0.06570 -1.96876 -0.42444 0.07 0.45 0.10
H -2.82768 -1.09051 -0.95696 0.05 -0.05 0.36
H -2.49870 -2.55081 -1.86434 -0.01 0.19 0.45
H -2.27694 -2.63436 -0.13633 -0.20 0.32 0.18
C 2.37035 4.10734 4.08979 0.14 0.03 -0.18
C 3.28533 4.42520 2.98954 -0.88 -0.24 1.08
N 3.99276 4.67209 2.13288 0.71 0.42 -0.78
H 1.44521 3.69408 3.69205 0.00 0.00 0.00
H 2.83089 3.37773 4.75283 -0.01 0.00 0.00
H 2.14476 5.01011 4.65363 0.00 0.00 0.00
C -2.99594 -0.61783 -5.15934 -0.07 -0.12 0.15
C -3.56617 -1.61469 -4.24973 0.49 0.95 -0.89
N -4.00956 -2.38267 -3.53596 -0.63 -0.85 0.50
H -2.26789 -1.09154 -5.81443 0.03 0.01 0.02
H -3.78618 -0.17468 -5.76232 -0.01 -0.01 0.01
H -2.50111 0.16320 -4.58454 0.04 -0.03 0.01
C -1.89218 -1.80368 4.01987 -0.04 -0.08 0.27
C -1.84023 -2.17422 5.43736 -0.07 0.34 -1.37
N -1.79984 -2.46018 6.53873 0.09 -0.34 1.15
H -0.97156 -2.10291 3.52478 0.01 0.06 -0.02
H -2.73310 -2.30088 3.53999 0.00 -0.01 0.01
H -2.01087 -0.72760 3.92122 0.06 0.00 -0.05
C 0.09334 -4.76017 8.64970 -0.14 -0.15 0.10
C -0.48699 -5.74077 9.57197 0.57 0.94 -0.88
N -0.93763 -6.50261 10.28791 -0.46 -0.79 0.74
H 0.79359 -5.25466 7.97915 0.00 -0.01 0.01
H -0.69376 -4.29183 8.06080 0.01 0.05 0.01
H 0.62078 -3.99215 9.21160 -0.01 0.01 0.00
C 2.68814 -3.31232 -3.73346 -0.12 0.17 0.02
C 1.86719 -2.10849 -3.88820 0.82 -1.13 0.14
N 1.22987 -1.17293 -4.00843 -0.67 0.99 -0.23
H 3.11505 -3.59304 -4.69410 0.00 0.00 0.00
H 3.49333 -3.11965 -3.02700 0.00 0.02 0.00
H 2.07439 -4.13082 -3.36165 -0.01 0.01 0.00
C -4.62697 -5.86991 -1.62640 0.18 0.05 0.02
C -3.24775 -5.55450 -1.24832 -1.31 -0.30 -0.39
N -2.17461 -5.30934 -0.95975 1.16 0.21 0.32
H -4.84494 -5.44316 -2.60351 0.01 0.05 0.02
H -4.76057 -6.94920 -1.66697 0.01 0.00 0.01
H -5.31401 -5.45170 -0.89375 0.00 0.01 -0.01
C 6.68646 1.95881 -3.61324 -0.10 -0.13 0.14
C 6.10117 0.97320 -2.70068 0.56 0.95 -0.87
N 5.64669 0.21198 -1.98719 -0.46 -0.88 0.66
H 7.37403 1.46531 -4.29709 0.00 0.00 0.00
H 5.89812 2.44309 -4.18641 0.00 0.00 0.01
H 7.22762 2.71171 -3.04365 -0.01 0.00 0.00
```
Positions in Å, forces in eV/Å.

Calculated values
HOMO energy   -8.490 eV
SMILES   CCCC[C@H]1[C@H](N=C(C)C)OC(=O)[C@H]1OCC.CC#N.CC#N.CC#N.CC#N.CC#N.CC#N.CC#N
HOMO-LUMO gap   9.0 eV
Lowest unoccupied orbital energy   0.5011 eV

No. 7
Density functional theory data (wB97M-V/def2-TZVPD) for a molecular structure, C17H28BrNO7W at a distorted geometry.

XYZ file:
```
55
Properties=species:S:1:pos:R:3:forces:R:3
W -0.63860 -0.73980 -0.32890 0.44 -1.77 -0.67
C 2.25200 1.31410 -0.98610 -0.42 0.47 0.26
C 1.03310 2.12630 -1.39010 1.06 -0.17 -0.31
O -0.16010 1.52670 -0.80230 -0.67 -0.85 0.15
C -1.34770 2.27050 -1.18430 -0.86 0.11 -0.02
C -2.20790 1.39520 -2.09340 0.86 0.86 -0.35
O -2.40630 0.09020 -1.48590 0.78 -0.58 0.89
C -3.65010 -0.10790 -0.77850 -0.82 -0.46 0.66
C -3.52740 0.47860 0.63560 -0.63 -0.05 -0.64
O -2.11550 0.43710 0.95860 0.61 -0.48 -0.72
C -1.79190 0.93200 2.28040 0.82 0.09 0.78
C -0.63700 0.07620 2.79270 -1.04 0.27 0.53
O 0.24520 -0.15690 1.65620 -0.23 -0.30 -0.96
C 1.53130 -0.71630 2.04320 1.01 -0.70 -0.30
C 1.62430 -2.15650 1.53200 -0.26 0.31 0.89
O 1.20600 -2.19620 0.14320 -0.95 0.80 0.08
C 2.30020 -2.35030 -0.79370 0.31 0.27 -0.94
C 2.97050 -0.99240 -0.99490 -0.19 -0.45 0.37
O 1.88390 -0.06040 -1.14450 -0.47 -0.02 0.06
H 2.53920 1.51690 0.05360 -0.03 -0.09 -0.11
H 3.09810 1.57980 -1.63120 -0.13 -0.11 0.02
H 0.92460 2.14550 -2.47970 -0.12 -0.06 0.14
H 1.14310 3.15090 -1.01810 -0.20 -0.16 -0.01
H -1.07240 3.18560 -1.71660 0.04 -0.15 0.05
H -1.86920 2.56800 -0.26690 0.16 -0.09 -0.24
H -1.70020 1.20700 -3.04960 -0.15 -0.01 0.27
H -3.16620 1.87820 -2.30490 -0.01 -0.24 0.11
H -3.81380 -1.19400 -0.75440 0.15 0.32 -0.01
H -4.48830 0.33240 -1.33020 0.30 0.04 -0.01
H -4.10420 -0.12170 1.34870 0.20 0.04 -0.06
H -3.88270 1.51550 0.68400 0.28 -0.10 0.07
H -2.65160 0.83070 2.95330 0.08 -0.05 -0.23
H -1.51600 1.99520 2.21820 -0.09 -0.31 -0.20
H -0.99230 -0.88240 3.19990 0.25 0.25 -0.25
H -0.09790 0.62210 3.57640 0.07 -0.11 -0.29
H 1.65160 -0.70010 3.13130 -0.18 0.08 -0.17
H 2.30010 -0.07250 1.59850 -0.26 -0.14 0.15
H 0.96360 -2.83200 2.09350 0.10 0.20 -0.23
H 2.64830 -2.53140 1.64050 -0.17 0.08 -0.14
H 1.86110 -2.72370 -1.72660 0.05 0.09 0.28
H 3.01010 -3.09810 -0.42770 -0.23 0.07 0.06
H 3.60980 -0.99140 -1.88380 -0.16 0.00 0.02
H 3.59050 -0.73050 -0.13030 -0.09 0.12 -0.07
O -1.53770 -4.62160 -4.37930 -0.23 -0.56 -0.14
C -1.12710 -3.56070 -3.79690 0.40 1.01 1.08
C -0.44960 -2.45840 -4.39140 -0.05 -0.14 -0.11
C -0.06160 -1.37630 -3.65190 0.63 1.05 -0.19
N -0.32030 -1.29620 -2.31430 -0.96 -1.65 1.18
C -0.95620 -2.33440 -1.75320 0.78 2.32 0.10
Br -1.76720 -2.57770 1.08060 0.53 1.28 -1.19
C -1.36230 -3.46630 -2.37900 -0.43 -0.76 0.18
H -1.38840 -4.75020 -5.33770 0.07 0.28 0.15
H -0.23350 -2.47870 -5.45330 0.08 0.13 -0.02
H 0.47780 -0.54760 -4.09520 -0.05 -0.06 -0.09
H -1.85590 -4.30620 -1.90240 -0.02 0.13 0.16
```
Positions in Å, forces in eV/Å.

Calculated values
HOMO energy (spin up / spin down)   -22.473 / -22.473 eV
HOMO-LUMO gap (spin up / spin down)   6.0 / 6.0 eV
Net charge   +4
Lowest unoccupied orbital energy (spin up / spin down)   -16.4745 / -16.4731 eV

No. 8
Density functional theory data (wB97M-V/def2-TZVPD) for a single C4H9NO molecule at a distorted geometry.

XYZ file:
```
15
Properties=species:S:1:pos:R:3:forces:R:3
C -0.24379 0.53295 -0.81388 0.31 -0.17 -0.25
C 0.51967 -0.63151 -0.51071 0.14 0.62 -0.87
C 1.83004 -0.58363 0.18514 -0.03 0.12 0.21
C -1.43325 0.21462 0.53111 1.29 -1.74 1.16
O 0.37246 1.79051 -0.79078 -0.23 -0.22 0.41
N -2.68058 0.01916 0.12092 -0.43 0.45 0.09
H 0.84237 1.91649 0.04221 0.00 -0.05 -0.11
H -0.88733 0.49698 -1.68623 -0.03 -0.03 0.16
H -3.05453 -0.82246 0.56250 0.13 -0.04 -0.35
H -1.13777 1.01477 1.23387 -0.02 0.30 -0.81
H 0.18632 -1.57193 -0.93419 -0.18 0.05 0.23
H -0.87201 -0.70677 0.96332 -0.95 0.76 0.18
H 2.10260 -1.55025 0.60826 0.02 0.05 -0.05
H 1.83986 0.15038 1.00108 -0.03 -0.07 -0.04
H 2.61593 -0.26931 -0.51263 0.01 -0.04 0.03
```
Positions in Å, forces in eV/Å.

Calculated values
HOMO energy (spin up / spin down)   -8.445 / -7.647 eV
ΔE to the lowest compared entry with this formula, charge and spin   122.5 kcal per mole
HOMO-LUMO gap (spin up / spin down)   8.8 / 7.3 eV
Lowest unoccupied orbital energy (spin up / spin down)   0.3502 / -0.3174 eV